[1]
This record from the OMol25 dataset describes a 2-piece molecular cluster, C4H9NO2S overall. The level of theory is the ωB97M-V functional and the def2-TZVPD basis.

Geometry (Å):
O -0.908 -2.297 -1.023
C 0.233 -1.995 -0.703
N 0.665 -0.696 -0.498
C -0.318 0.404 -0.381
C -0.137 1.645 -1.158
S 2.849 -1.387 1.233
C -1.484 0.480 0.521
O -0.910 0.700 1.775
H 1.050 -2.751 -0.556
H 1.451 -0.616 0.277
H 0.757 2.221 -1.045
H -0.276 1.537 -2.219
H -0.953 2.299 -0.796
H 2.209 -1.131 2.342
H -1.987 -0.482 0.539
H -2.232 1.236 0.364
H -0.009 0.832 1.328

HOMO energy ... -8.383 eV
2S+1 ... 1

Mulliken atomic charge list, values in e, 2 entries:
1. O -0.50
2. C 0.26

***

[2]
This record from the OMol25 dataset describes C22H27AuNO3P2 as an isolated structure. The level of theory is the ωB97M-V functional and the def2-TZVPD basis.

Geometry (Å):
C -0.246 -3.385 1.596
C 0.234 -2.131 1.250
C 0.801 -1.959 -0.060
C 0.653 -2.991 -1.059
C 0.028 -4.205 -0.674
C -0.375 -4.406 0.635
C 1.108 -2.710 -2.353
C 1.686 -1.477 -2.669
C 1.867 -0.528 -1.594
C 2.434 0.759 -1.849
C 2.757 1.099 -3.155
C 2.565 0.190 -4.213
C 2.065 -1.080 -3.977
H -0.552 -3.569 2.624
H -0.109 -4.974 -1.438
H -0.812 -5.358 0.937
H 0.971 -3.451 -3.140
H 3.149 2.100 -3.352
H 2.817 0.502 -5.227
H 1.922 -1.798 -4.786
N 1.446 -0.823 -0.362
Au -2.256 1.600 1.971
C 0.271 -0.948 2.200
H 0.686 -0.098 1.635
H 0.952 -1.165 3.041
C 2.617 1.715 -0.690
H 3.245 1.259 0.090
H 3.055 2.662 -1.030
P -1.289 -0.300 2.960
P 1.025 2.078 0.186
C 0.211 2.988 -1.189
H -0.648 3.534 -0.775
H 0.913 3.697 -1.652
H -0.144 2.278 -1.948
C 1.599 3.541 1.129
H 2.296 4.149 0.537
H 0.724 4.135 1.420
H 2.100 3.183 2.039
C -2.521 -1.621 2.995
H -2.183 -2.471 3.600
H -3.440 -1.206 3.431
H -2.736 -1.958 1.974
C -0.852 0.028 4.683
H -1.784 0.185 5.242
H -0.301 -0.819 5.114
H -0.238 0.937 4.739
C -2.979 3.294 1.374
O -3.344 4.326 1.012
H -2.085 0.485 0.476
C -2.981 1.066 -1.838
C -1.821 0.184 -1.510
O -0.988 -0.183 -2.324
O -1.735 -0.232 -0.207
H -3.880 0.759 -1.284
H -3.165 0.997 -2.917
H -2.735 2.116 -1.615

HOMO energy (alpha / beta) ... -7.763 / -10.717 eV
2S+1 ... 3
Net charge ... +1

Mulliken atomic charge list, values in e, 2 entries:
1. C -0.23
2. C 0.22

***

[3]
This record from the OMol25 dataset describes C15H20IrN7O2S2 as an isolated structure. The level of theory is the ωB97M-V functional and the def2-TZVPD basis.

Geometry (Å):
Ir -0.012 -0.121 0.333
C 3.814 -4.836 1.932
C 3.046 -3.565 1.887
C 2.810 -2.735 2.940
C 2.064 -1.552 2.769
N 1.546 -1.249 1.565
C 1.844 -2.043 0.518
S 1.260 -1.495 -1.009
N 2.547 -3.172 0.677
C 1.914 -0.627 3.911
H 4.032 -5.112 2.959
H 4.761 -4.723 1.397
H 3.251 -5.643 1.461
H 3.203 -2.981 3.915
H 2.725 -3.741 -0.143
H 1.890 -1.173 4.851
H 1.045 0.004 3.805
H 2.800 0.017 3.929
O -0.498 1.133 3.198
N -1.543 0.722 2.810
O -1.553 0.142 1.625
C -1.238 5.170 0.553
C -0.319 4.002 0.530
C 1.055 3.917 0.408
C 1.380 2.561 0.465
N 0.255 1.857 0.630
N -0.767 2.741 0.639
C 2.733 1.946 0.401
H -0.690 6.069 0.824
H -2.042 5.030 1.276
H -1.681 5.328 -0.432
H 1.744 4.739 0.315
H -1.709 2.419 0.804
H 3.367 2.374 1.178
H 3.201 2.154 -0.561
H 2.698 0.869 0.539
S -1.665 0.464 -1.197
C -2.204 -0.963 -1.986
N -2.946 -0.760 -3.110
C -3.556 -1.766 -3.768
C -3.397 -3.040 -3.306
C -2.596 -3.198 -2.172
N -2.018 -2.194 -1.527
H -3.050 0.192 -3.442
H -4.133 -1.492 -4.640
H -3.864 -3.879 -3.799
H -2.431 -4.187 -1.759

HOMO energy ... -14.098 eV
2S+1 ... 1
Net charge ... +2

Mulliken atomic charge list, values in e, 2 entries:
1. Ir 1.04
2. C -1.43

***

M readings, ordered: 135.19; 612.38; 586.72 g mol⁻¹
Strongest force on any atom readings, ordered: 6.63; 5.45; 1.12 eV Å⁻¹
Energy relative to the best compared isomer or geometry (same formula, charge and spin) readings, ordered: 127.5; 0.0; 41.9 kcal/mol